a:
{"formula": "C10H13NNdPS", "method": "ωB97M-V/def2-TZVPD", "e_lumo_ev": [-1.40, -1.36], "multiplicity": 4, "orbital_gap_ha": [0.153, 0.154], "symbols": ["Nd", "S", "P", "N", "C", "C", "C", "C", "C", "C", "C", "C", "C", "C", "H", "H", "H", "H", "H", "H", "H", "H", "H", "H", "H", "H", "H"], "xyz": [[1.051, -0.557, 0.975], [0.533, 2.057, 0.541], [-0.123, -2.932, -0.276], [-0.964, 0.563, 2.187], [0.632, 2.019, -3.290], [0.699, 0.623, -2.968], [1.336, -0.256, 3.507], [-0.726, 2.416, -3.239], [1.274, 1.026, 2.935], [0.203, 1.362, 2.067], [-0.663, 0.141, -2.826], [0.289, -1.184, 3.269], [-0.855, -0.769, 2.575], [-1.516, 1.263, -2.917], [1.491, 2.652, -3.494], [-1.279, -2.961, -1.129], [0.833, -3.518, -1.198], [1.594, 0.000, -2.881], [-0.368, -4.088, 0.525], [-1.805, 0.853, 1.674], [-0.984, -0.895, -2.683], [2.199, -0.543, 4.107], [-1.094, 3.422, -3.408], [-1.661, -1.432, 2.256], [2.123, 1.707, 2.972], [-2.606, 1.244, -2.890], [0.387, -2.213, 3.610]], "lowdin_charge": [1.37, 0.61, 0.63, -0.06, -0.21, -0.24, -0.25, -0.18, -0.26, -0.93, -0.24, -0.26, -0.29, -0.21, 0.06, -0.10, -0.10, 0.03, -0.12, 0.15, 0.03, 0.10, 0.07, 0.12, 0.11, 0.06, 0.12]}

***

b:
{"formula": "C10H13NNdPS", "method": "ωB97M-V/def2-TZVPD", "e_lumo_ev": [-1.26, -1.20], "multiplicity": 4, "orbital_gap_ha": [0.160, 0.167], "symbols": ["Nd", "S", "P", "N", "C", "C", "C", "C", "C", "C", "C", "C", "C", "C", "H", "H", "H", "H", "H", "H", "H", "H", "H", "H", "H", "H", "H"], "xyz": [[-1.339, -0.525, 0.323], [0.197, 0.196, 2.515], [-1.351, -0.521, -2.717], [-0.928, 1.988, 0.899], [-1.131, 1.132, 1.995], [2.151, -1.859, 0.233], [4.276, -0.989, 0.518], [3.390, -2.047, 0.899], [-2.449, 0.644, 2.175], [-1.741, 1.913, -0.220], [-2.997, 1.312, -0.100], [2.277, -0.656, -0.604], [-3.384, 0.717, 1.127], [3.594, -0.147, -0.409], [-1.080, -1.806, -3.295], [-3.666, 1.282, -0.957], [-2.625, 0.054, 3.067], [1.507, -0.258, -1.269], [5.291, -0.857, 0.882], [-2.606, -0.301, -3.381], [-4.361, 0.248, 1.230], [-1.352, 2.377, -1.127], [-0.524, 0.245, -3.604], [1.265, -2.497, 0.296], [3.615, -2.863, 1.584], [4.000, 0.745, -0.880], [-0.028, 2.472, 0.819]], "lowdin_charge": [1.35, 0.63, 0.64, -0.05, -0.93, -0.25, -0.17, -0.19, -0.28, -0.27, -0.27, -0.24, -0.24, -0.20, -0.12, 0.11, 0.11, 0.01, 0.07, -0.12, 0.10, 0.12, -0.10, 0.03, 0.07, 0.06, 0.16]}

***

Most favorable structure: a. The second most favorable one is 40.5 kJ/mol above it.

***

a:
{"formula": "C4H14N3", "method": "ωB97M-V/def2-TZVPD", "e_lumo_ev": -3.03, "multiplicity": 1, "total_charge": 1, "orbital_gap_ha": 0.435, "symbols": ["N", "N", "N", "C", "C", "C", "C", "H", "H", "H", "H", "H", "H", "H", "H", "H", "H", "H", "H", "H", "H"], "xyz": [[1.599, 0.154, -0.168], [0.363, 1.129, -1.830], [0.156, 1.865, 0.321], [-1.607, -1.686, 0.447], [0.616, 0.978, -0.526], [-0.700, -2.242, -0.646], [0.539, 1.894, 1.732], [-2.321, -2.431, 0.788], [-0.030, 2.635, 2.263], [-1.259, -2.859, -1.346], [-0.133, -1.533, -1.244], [0.715, 0.505, -2.532], [0.362, 0.924, 2.202], [-0.431, 2.580, -0.073], [0.093, -2.944, -0.382], [-1.007, -1.516, 1.347], [-2.078, -0.790, 0.053], [-0.402, 1.673, -2.194], [2.027, -0.519, -0.777], [1.875, 0.141, 0.798], [1.622, 2.044, 1.770]], "lowdin_charge": [0.23, 0.21, 0.06, -0.14, -0.47, -0.18, -0.02, 0.07, 0.10, 0.07, 0.01, 0.13, 0.09, 0.16, 0.07, 0.06, 0.06, 0.13, 0.14, 0.11, 0.10]}

***

b:
{"formula": "C4H14N3", "method": "ωB97M-V/def2-TZVPD", "e_lumo_ev": -3.38, "multiplicity": 1, "total_charge": 1, "orbital_gap_ha": 0.422, "symbols": ["N", "N", "N", "C", "C", "C", "C", "H", "H", "H", "H", "H", "H", "H", "H", "H", "H", "H", "H", "H", "H"], "xyz": [[-1.107, -0.355, -0.516], [-1.515, -1.760, 1.483], [0.682, -1.310, 0.632], [-0.643, -1.136, 0.494], [2.047, 1.313, -1.258], [-2.331, 0.397, -0.396], [2.478, 2.452, -0.299], [1.615, 2.935, 0.240], [-0.993, -2.369, 2.045], [2.849, 3.338, -0.842], [-2.207, -2.422, 1.124], [0.993, 1.224, -1.219], [-2.374, 1.205, 0.434], [1.508, -0.694, 0.203], [-0.366, -0.054, -1.099], [-2.388, 0.902, -1.431], [1.112, -1.918, 1.249], [2.403, 0.353, -1.059], [3.117, 1.983, 0.494], [2.368, 1.417, -2.283], [-3.366, -0.079, -0.294]], "lowdin_charge": [0.03, 0.18, 0.20, -0.31, -0.16, -0.08, -0.13, 0.08, 0.07, 0.07, 0.13, 0.02, 0.12, 0.17, 0.10, 0.12, 0.09, 0.02, 0.08, 0.08, 0.11]}

***

Most favorable structure: a. The second most favorable one is 142.4 kJ/mol above it.

***

a:
{"formula": "C4H14N3", "method": "ωB97M-V/def2-TZVPD", "e_lumo_ev": -2.72, "smiles": "NCC[C@@H]([NH3+])CN", "multiplicity": 1, "total_charge": 1, "orbital_gap_ha": 0.416, "symbols": ["N", "N", "N", "C", "C", "C", "C", "H", "H", "H", "H", "H", "H", "H", "H", "H", "H", "H", "H", "H", "H"], "xyz": [[0.629, -2.173, -1.142], [0.573, 2.538, 0.812], [1.189, 0.245, -0.082], [-0.167, 0.204, 0.547], [-0.554, 1.647, 1.161], [-0.801, -1.975, -0.702], [-1.135, -0.479, -0.467], [1.269, -0.780, -0.484], [-2.196, -0.361, -0.166], [0.789, -2.257, -2.138], [-0.034, -0.452, 1.423], [-1.044, -2.615, 0.143], [1.880, 0.480, 0.626], [-1.427, -2.362, -1.515], [0.752, 3.139, 1.621], [-0.551, 1.531, 2.299], [1.316, 0.838, -0.889], [0.213, 3.272, 0.210], [-1.560, 1.754, 0.785], [-0.916, 0.014, -1.415], [1.006, -2.903, -0.561]], "lowdin_charge": [0.00, -0.01, 0.14, -0.28, -0.17, -0.21, -0.13, 0.11, 0.13, 0.10, 0.15, 0.12, 0.15, 0.12, 0.09, 0.14, 0.15, 0.08, 0.10, 0.12, 0.09]}

***

b:
{"formula": "C4H14N3", "method": "ωB97M-V/def2-TZVPD", "e_lumo_ev": -3.33, "multiplicity": 1, "total_charge": 1, "orbital_gap_ha": 0.285, "symbols": ["N", "N", "N", "C", "C", "C", "C", "H", "H", "H", "H", "H", "H", "H", "H", "H", "H", "H", "H", "H", "H"], "xyz": [[1.675, 0.257, 0.220], [-1.485, -0.462, 0.006], [-2.577, -0.066, -0.839], [-1.636, 0.198, 1.267], [0.897, -2.043, 0.110], [1.918, 1.582, -0.283], [1.160, -0.726, -0.457], [-3.502, -0.306, -0.421], [-1.575, 1.293, 1.184], [2.982, 1.821, -0.215], [1.423, -2.214, 1.044], [1.119, -2.834, -0.601], [-0.190, -2.081, 0.300], [1.605, 1.651, -1.322], [-2.599, 0.960, -1.039], [1.898, 0.117, 1.200], [-2.597, -0.049, 1.748], [-0.844, -0.147, 1.924], [0.931, -0.548, -1.497], [1.368, 2.314, 0.309], [-2.482, -0.577, -1.725]], "lowdin_charge": [0.02, -0.25, 0.04, -0.21, -0.04, -0.03, -0.09, 0.16, 0.07, 0.11, 0.10, 0.10, 0.08, 0.10, 0.16, 0.17, 0.07, 0.06, 0.14, 0.10, 0.16]}

***

Most favorable structure: a. The second most favorable one is 246.9 kJ/mol above it.

***

a:
{"formula": "C4H14N3", "method": "ωB97M-V/def2-TZVPD", "e_lumo_ev": -2.52, "multiplicity": 1, "total_charge": 1, "orbital_gap_ha": 0.406, "symbols": ["N", "N", "N", "C", "C", "C", "C", "H", "H", "H", "H", "H", "H", "H", "H", "H", "H", "H", "H", "H", "H"], "xyz": [[0.274, 1.020, -1.800], [-0.525, -1.208, 2.304], [0.208, 0.359, 0.715], [0.309, 2.450, -2.229], [-0.519, -0.645, 1.113], [-1.307, -2.404, 2.635], [1.422, 0.219, -2.281], [0.542, 2.513, -3.289], [-2.008, -2.185, 3.434], [1.056, 2.956, -1.629], [1.278, -0.819, -1.995], [0.191, 0.890, -0.549], [-0.690, 2.840, -2.065], [-0.604, 0.623, -2.118], [-1.883, -2.734, 1.773], [0.649, 0.829, 1.496], [-1.224, -1.075, 0.407], [2.309, 0.611, -1.788], [-0.634, -3.207, 2.928], [0.162, -0.989, 3.011], [1.505, 0.325, -3.359]], "lowdin_charge": [-0.16, -0.01, 0.08, -0.03, -0.24, -0.04, -0.05, 0.09, 0.09, 0.10, 0.09, 0.10, 0.10, 0.14, 0.09, 0.09, 0.14, 0.10, 0.09, 0.15, 0.09]}

***

b:
{"formula": "C4H14N3", "method": "ωB97M-V/def2-TZVPD", "e_lumo_ev": -3.04, "multiplicity": 1, "total_charge": 1, "orbital_gap_ha": 0.406, "symbols": ["N", "N", "N", "C", "C", "C", "C", "H", "H", "H", "H", "H", "H", "H", "H", "H", "H", "H", "H", "H", "H"], "xyz": [[-0.062, -0.142, 0.553], [-1.007, 1.682, 1.590], [0.559, 1.982, -0.104], [1.742, 1.741, -0.901], [-0.602, -2.577, -1.414], [-0.430, -3.217, -0.067], [-0.184, 1.181, 0.632], [-0.991, 2.692, 1.642], [-1.165, -4.026, -0.042], [-1.659, -2.721, -1.815], [2.495, 2.488, -0.708], [0.466, -0.525, -0.215], [-1.904, 1.282, 1.814], [-0.693, -2.708, 0.838], [0.568, -3.658, 0.046], [1.500, 1.539, -1.926], [0.313, 2.957, -0.270], [-0.332, -1.578, -1.699], [2.101, 0.720, -0.664], [-0.336, -3.253, -2.308], [-0.034, -0.713, 1.384]], "lowdin_charge": [0.21, 0.20, 0.05, -0.03, -0.20, -0.17, -0.42, 0.13, 0.08, 0.09, 0.10, 0.09, 0.13, 0.03, 0.08, 0.09, 0.17, 0.02, 0.10, 0.10, 0.13]}

***

c:
{"formula": "C4H14N3", "method": "ωB97M-V/def2-TZVPD", "e_lumo_ev": -3.84, "multiplicity": 1, "total_charge": 1, "orbital_gap_ha": 0.285, "symbols": ["N", "N", "N", "C", "C", "C", "C", "H", "H", "H", "H", "H", "H", "H", "H", "H", "H", "H", "H", "H", "H"], "xyz": [[2.069, -0.850, 0.652], [1.351, -0.257, -0.476], [-1.350, 1.300, 0.366], [-1.213, -0.041, -0.004], [1.734, 1.110, -0.592], [-1.253, -1.011, 1.029], [-1.651, -0.362, -1.348], [1.624, -1.726, 0.668], [-1.370, -1.383, -1.594], [3.050, -0.816, 0.377], [-1.624, -0.413, 1.900], [1.977, -0.315, 1.484], [-0.952, 0.292, -1.795], [1.577, 1.525, -1.652], [-1.287, 1.945, -0.335], [-0.471, -1.697, 1.195], [-1.177, 1.482, 1.328], [1.021, 1.740, 0.030], [2.766, 1.325, -0.292], [-2.082, -1.629, 0.664], [-2.738, -0.218, -1.602]], "lowdin_charge": [0.11, -0.18, 0.21, -0.37, -0.22, -0.01, -0.02, 0.12, 0.11, 0.16, 0.12, 0.13, 0.07, 0.10, 0.09, 0.07, 0.12, 0.05, 0.07, 0.12, 0.14]}

***

Most favorable structure: a. The second most favorable one is 41.5 kJ/mol above it.

***

a:
{"formula": "C4H14N3", "method": "ωB97M-V/def2-TZVPD", "e_lumo_ev": -3.05, "multiplicity": 1, "total_charge": 1, "orbital_gap_ha": 0.426, "symbols": ["N", "N", "N", "C", "C", "C", "C", "H", "H", "H", "H", "H", "H", "H", "H", "H", "H", "H", "H", "H", "H"], "xyz": [[1.490, 1.134, -0.275], [0.668, -0.817, -1.092], [2.008, -0.890, 0.774], [-2.050, -0.691, 1.701], [-2.367, -0.387, 0.242], [1.441, 1.816, -1.569], [1.357, -0.187, -0.149], [0.437, 2.171, -1.787], [0.465, -1.781, -0.937], [-3.189, -1.006, -0.138], [-2.591, 0.645, -0.018], [-3.021, -0.725, 2.201], [-1.630, -1.680, 1.856], [1.884, 1.235, -2.372], [-1.624, -0.740, -0.490], [2.057, 2.707, -1.435], [2.505, -0.324, 1.441], [-0.018, -0.449, -1.704], [-1.438, 0.108, 2.114], [1.701, -1.767, 1.150], [1.916, 1.628, 0.491]], "lowdin_charge": [0.05, 0.21, 0.23, -0.15, -0.17, -0.03, -0.44, 0.09, 0.13, 0.07, 0.07, 0.07, 0.06, 0.10, 0.02, 0.10, 0.13, 0.11, 0.06, 0.14, 0.15]}

***

b:
{"formula": "C4H14N3", "method": "ωB97M-V/def2-TZVPD", "e_lumo_ev": -3.28, "multiplicity": 1, "total_charge": 1, "orbital_gap_ha": 0.422, "symbols": ["N", "N", "N", "C", "C", "C", "C", "H", "H", "H", "H", "H", "H", "H", "H", "H", "H", "H", "H", "H", "H"], "xyz": [[-1.392, 0.279, -0.871], [-0.226, -1.556, -1.636], [-0.414, -1.186, 0.626], [0.558, 2.463, 1.288], [1.465, 2.748, 0.069], [0.415, -2.306, 1.020], [-0.634, -0.793, -0.614], [-1.910, 0.410, -1.719], [-0.325, -2.556, -1.618], [2.227, 3.498, 0.254], [0.024, -2.765, 1.923], [0.883, 3.002, -0.821], [1.387, -1.957, 1.388], [0.959, 1.756, 2.007], [-1.796, 0.686, -0.042], [0.600, -3.057, 0.265], [-0.982, -0.761, 1.327], [-0.416, 2.223, 0.855], [-0.071, -1.151, -2.541], [1.882, 1.793, -0.278], [0.358, 3.436, 1.737]], "lowdin_charge": [0.22, 0.20, 0.07, -0.16, -0.16, -0.02, -0.43, 0.14, 0.13, 0.07, 0.10, 0.06, 0.10, 0.06, 0.12, 0.09, 0.15, 0.03, 0.13, 0.05, 0.07]}

***

Most favorable structure: a. The second most favorable one is 14.3 kJ/mol above it.

***

a:
{"formula": "C7H12BrN2O", "method": "ωB97M-V/def2-TZVPD", "e_lumo_ev": -3.17, "multiplicity": 1, "total_charge": 1, "orbital_gap_ha": 0.354, "symbols": ["Br", "O", "N", "N", "C", "C", "C", "C", "C", "C", "C", "H", "H", "H", "H", "H", "H", "H", "H", "H", "H", "H", "H"], "xyz": [[-3.889, -0.544, 0.143], [-2.724, 1.916, -0.376], [-0.438, -0.679, -0.766], [0.040, 1.519, 0.138], [-0.794, 0.221, 0.293], [1.044, 1.977, 1.084], [-0.216, -2.012, -0.518], [0.483, -0.004, -1.549], [-2.568, 0.804, -0.081], [0.924, -2.419, 0.490], [0.741, 1.264, -1.174], [0.956, -1.520, 1.173], [-0.832, -0.091, 1.349], [1.013, -0.519, -2.318], [1.162, 3.108, 1.079], [1.920, -2.488, -0.070], [-1.137, -2.480, -0.157], [0.682, 2.007, 2.100], [-0.629, 2.207, -0.062], [0.596, -3.349, 1.143], [1.598, 1.924, -1.288], [0.064, -2.425, -1.479], [2.005, 1.583, 0.845]], "lowdin_charge": [0.82, 0.07, -0.12, -0.07, -0.08, 0.00, -0.26, -0.01, -0.72, -0.05, 0.01, 0.06, 0.16, 0.14, 0.14, 0.10, 0.12, 0.11, 0.12, 0.12, 0.13, 0.12, 0.10]}

***

b:
{"formula": "C7H12BrN2O", "method": "ωB97M-V/def2-TZVPD", "e_lumo_ev": -2.91, "smiles": "CC[C@](C)(O)[n+]1c[nH]cc1Br", "multiplicity": 1, "total_charge": 1, "orbital_gap_ha": 0.392, "symbols": ["Br", "O", "N", "N", "C", "C", "C", "C", "C", "C", "C", "H", "H", "H", "H", "H", "H", "H", "H", "H", "H", "H", "H"], "xyz": [[0.081, 2.722, 1.556], [-0.320, -1.622, -0.573], [-1.514, 1.768, -2.016], [-0.716, 0.651, -0.355], [-0.681, 1.968, -0.027], [-1.196, 0.568, -1.612], [-0.119, -0.576, 0.300], [1.479, -0.438, 0.537], [-1.135, 2.692, -1.109], [-0.878, -0.778, 1.616], [2.118, -1.775, 0.378], [-0.161, -1.330, 2.269], [-1.115, 0.242, 2.039], [-1.841, -1.273, 1.363], [-1.377, -0.386, -2.023], [1.862, 0.333, -0.242], [0.203, -2.344, -0.453], [-2.074, 1.984, -2.935], [-1.234, 3.752, -1.184], [1.671, -0.086, 1.520], [3.235, -1.427, 0.339], [1.728, -2.115, -0.579], [1.984, -2.529, 1.193]], "lowdin_charge": [0.85, 0.03, 0.10, 0.03, -0.61, -0.02, -0.49, -0.18, -0.06, 0.01, -0.09, 0.11, 0.07, 0.11, 0.16, 0.15, 0.04, 0.25, 0.13, 0.09, 0.14, 0.07, 0.11]}

***

Most favorable structure: b. The second most favorable one is 217.3 kJ/mol above it.